Entry 1:
Formula: C6H9NO2
Source: the OMol25 dataset
Level of theory: ωB97M-V with the def2-TZVPD basis set

```
18
Properties=species:S:1:pos:R:3:forces:R:3:mulliken_charge:R:1
C -1.56216 -1.06372 0.04790 -3.525 -1.178 0.903 -1.09
C -0.46891 -0.32629 0.62808 1.481 1.567 7.319 0.43
C 1.69814 -1.16340 0.09461 -10.739 2.772 -1.008 -1.30
C 1.39318 0.15115 -0.66910 3.058 -1.381 0.184 -0.26
C 0.27338 0.63446 -0.19022 -1.500 1.860 -3.182 0.31
C -0.44822 1.80406 -0.81642 -1.502 3.619 -3.458 0.14
H -1.14674 -1.78136 -0.66309 -0.574 0.373 -0.665 0.30
H -2.48598 -0.37538 -0.23999 2.126 -1.594 0.001 0.29
H -1.93741 -1.73193 0.90751 0.276 0.920 -1.352 0.29
H -0.90911 0.23281 1.76420 1.182 -1.271 -3.466 0.26
H 0.95570 -1.19343 1.96527 2.414 1.060 7.499 0.24
H 1.77769 -1.82052 -0.64889 -0.530 -3.760 -2.683 0.41
H 2.54670 -1.00825 0.33406 10.989 1.438 4.542 0.76
H 2.31551 0.41575 -1.32249 -2.481 0.394 0.713 0.33
H -1.14870 3.61877 -0.44845 1.642 -3.591 2.721 0.40
N 0.64676 -1.24336 1.13476 -2.863 -1.009 -9.954 -0.42
O -0.73197 2.76832 0.19041 -1.328 1.705 -4.849 -0.49
O -0.76786 2.08232 -2.06816 1.875 -1.925 6.735 -0.61
```
Positions in Å, forces in eV/Å.

Computed properties:
- E_LUMO: 0.69 eV
- E: -11948.0240 eV
- Highest occupied orbital energy: -9.2398 eV
- Gap between HOMO and LUMO: 9.93 eV
- ΔE to the lowest compared entry with this formula, charge and spin: 122.10 kcal per mole

Entry 2:
Formula: C37H38FIN3O3PPd
Source: the OMol25 dataset
Level of theory: ωB97M-V with the def2-TZVPD basis set

```
85
Properties=species:S:1:pos:R:3:forces:R:3:mulliken_charge:R:1
Pd -2.25935 1.18674 -0.59605 -1.348 0.067 -1.099 0.01
C -3.95055 -2.05466 -3.23095 0.064 -0.055 -0.042 -1.24
C -4.55145 -2.76416 -2.06115 -0.074 -0.015 0.077 0.72
C -5.04545 -4.05806 -2.15745 0.001 0.045 0.011 -0.98
C -5.57825 -4.69836 -1.05095 0.046 0.060 -0.047 -0.74
C -5.61875 -4.05796 0.17785 -0.066 0.001 0.011 -0.84
C -5.12955 -2.77166 0.30305 0.091 0.250 0.219 -0.38
C -4.61515 -2.12726 -0.82005 0.580 0.070 -1.002 0.64
P -4.06385 -0.40036 -0.68355 0.569 1.370 2.272 2.56
C -3.36455 -0.33706 0.99955 -0.401 -0.462 -0.102 0.41
C -4.07235 0.29844 2.02905 0.015 0.033 0.091 -1.41
C -3.64425 0.20124 3.33625 -0.152 0.073 -0.178 -1.03
C -2.51305 -0.54386 3.63735 -0.002 -0.054 -0.261 -0.92
C -1.80515 -1.17566 2.62565 -0.053 -0.021 -0.066 -0.60
C -2.19935 -1.08236 1.29775 -0.039 -0.157 -0.064 1.95
C -1.44045 -1.81816 0.22555 -0.005 0.090 -0.138 -1.96
C -5.53655 0.64634 -0.71725 0.167 0.686 -0.696 0.24
C -6.80595 0.09414 -0.84455 0.286 -0.007 0.157 -0.80
C -7.89445 0.90374 -1.12315 -0.001 0.522 -0.066 -0.83
C -7.70105 2.25764 -1.39005 -0.452 -0.658 0.109 -0.67
C -6.44435 2.81444 -1.30925 1.097 0.004 0.545 -0.91
C -5.33705 2.05074 -0.88495 -1.455 -1.285 -0.590 0.81
C -4.10045 2.70244 -0.56975 1.608 -0.397 0.678 -0.53
H -4.02845 -2.65246 -4.13395 -0.007 0.034 -0.102 0.47
H -2.89395 -1.84396 -3.05015 0.007 0.038 -0.077 0.23
H -4.45875 -1.10306 -3.40125 0.021 0.096 -0.120 0.38
H -5.01185 -4.56296 -3.11015 0.010 -0.077 -0.111 0.45
H -5.96065 -5.70216 -1.14695 -0.040 -0.114 -0.006 0.43
H -6.03845 -4.55726 1.03675 -0.019 -0.028 0.103 0.47
H -5.15975 -2.26746 1.25915 0.011 -0.001 0.053 0.56
H -4.98055 0.83674 1.79245 -0.025 0.092 0.041 0.50
H -4.18975 0.70224 4.11775 -0.074 0.057 0.118 0.49
H -2.18155 -0.62566 4.65995 0.063 0.016 0.088 0.39
H -0.93255 -1.76586 2.86905 0.086 0.016 0.011 0.52
H -0.50465 -2.20346 0.62555 0.044 0.027 -0.058 0.48
H -1.20775 -1.17816 -0.64215 0.016 -0.316 0.282 0.33
H -2.02925 -2.66916 -0.12305 0.031 -0.062 -0.063 0.37
H -6.94465 -0.96916 -0.71795 -0.017 -0.093 -0.083 0.48
H -8.88235 0.47674 -1.16735 -0.129 -0.054 -0.070 0.48
H -8.54545 2.87444 -1.65525 -0.055 0.066 -0.078 0.44
H -6.30435 3.87014 -1.49345 -0.007 0.075 -0.045 0.46
H -3.79135 2.68564 0.48105 -0.067 0.158 -0.126 0.21
H -3.95425 3.66954 -1.05485 0.473 -0.390 -0.089 0.44
C 4.06675 -0.39196 3.64605 0.097 0.224 -0.005 -1.02
C 3.95615 1.08634 3.28355 0.282 -0.429 0.322 -0.88
N 3.00075 1.25794 2.19795 -0.063 0.219 0.032 0.11
C 1.71635 1.47654 2.52465 -0.484 0.020 -0.248 -0.05
C 0.68185 1.48414 1.63725 -0.874 0.115 -0.175 -0.38
C -0.72625 1.81554 2.15895 1.805 -0.363 0.373 0.12
O -0.85195 1.84564 3.37105 -0.289 0.171 0.459 -0.71
O -1.60885 2.05514 1.29465 -1.361 0.783 -0.761 -0.66
C 0.90255 1.18014 0.26095 0.272 -0.035 0.511 1.15
O 0.01615 0.98414 -0.59185 0.152 -0.258 -0.415 -0.72
C 2.31355 1.06634 -0.10125 0.258 -0.062 -0.085 0.97
C 2.66855 0.94114 -1.44765 0.388 -0.032 0.109 -0.76
C 3.98155 0.84534 -1.82375 -0.270 0.069 0.285 0.39
F 4.24365 0.78594 -3.14465 0.105 0.002 -0.138 -0.35
C 5.03275 0.82234 -0.88215 -0.812 -0.018 0.304 -0.90
C 4.66145 0.90324 0.45705 0.121 0.093 -0.044 -0.76
C 3.33515 1.07544 0.87315 -0.173 -0.024 -0.690 -0.30
N 6.37685 0.68234 -1.22165 0.504 -0.246 -0.113 0.19
C 7.40455 1.38934 -0.48665 0.121 0.061 0.023 -0.71
C 8.57365 0.42314 -0.23125 -0.172 0.636 0.612 -0.75
N 8.65845 -0.53116 -1.37635 0.167 -0.530 -0.042 -0.10
C 8.28555 0.13444 -2.64955 -0.280 0.361 -0.667 -0.81
C 6.78515 0.45964 -2.60355 -0.214 -0.062 -0.158 -0.79
H 4.75885 -0.52636 4.47185 0.089 -0.058 0.084 0.41
H 4.41285 -0.97636 2.79545 0.021 -0.079 -0.039 0.31
H 3.09285 -0.76806 3.95185 -0.046 -0.063 0.019 0.31
H 4.92535 1.50104 3.00445 -0.126 0.080 0.019 0.41
H 3.60155 1.64694 4.14995 -0.014 0.075 -0.204 0.46
H 1.48995 1.64434 3.56925 0.013 0.029 0.049 0.55
H 1.90275 0.95094 -2.20915 -0.111 0.002 -0.008 0.59
H 5.43415 0.84714 1.20425 0.067 -0.052 0.069 0.62
H 7.03115 1.77174 0.46065 0.092 -0.044 -0.100 0.48
H 7.75225 2.25454 -1.06495 0.003 0.028 0.078 0.32
H 8.43065 -0.15196 0.68475 0.005 -0.055 -0.154 0.44
H 9.50905 0.97884 -0.14865 0.029 -0.191 -0.132 0.37
H 7.98395 -1.29216 -1.22635 0.230 0.125 0.075 0.39
H 9.59585 -0.94426 -1.43365 -0.237 0.036 0.031 0.36
H 8.49425 -0.52406 -3.49405 0.079 -0.006 0.184 0.40
H 8.89635 1.03094 -2.76225 0.044 -0.122 0.151 0.35
H 6.21605 -0.38456 -2.99595 0.094 0.102 -0.057 0.53
H 6.58825 1.32954 -3.24345 0.129 -0.152 0.000 0.43
I -1.91885 1.54004 -3.19745 -0.444 -0.051 0.955 -0.09
```
Positions in Å, forces in eV/Å.

Computed properties:
- Charge: +2
- E_LUMO (alpha / beta): -7.03 / -7.08 eV
- E: -73170.6660 eV
- Highest occupied orbital energy (alpha / beta): -12.5285 / -12.5376 eV
- Gap between HOMO and LUMO (alpha / beta): 5.50 / 5.45 eV
- ΔE to the lowest compared entry with this formula, charge and spin: 0.00 kcal per mole

Entry 3:
Formula: C4H5NO
Source: the OMol25 dataset
Level of theory: ωB97M-V with the def2-TZVPD basis set

```
11
Properties=species:S:1:pos:R:3:forces:R:3:mulliken_charge:R:1
C 2.45485 0.22144 -0.67012 -0.787 -0.012 0.276 0.14
C 1.38162 -0.15437 -0.25225 0.412 0.042 -0.161 -0.46
C 0.13931 -0.87003 0.14155 0.636 0.446 0.489 -0.51
C -1.20794 -0.18887 0.39958 0.000 -0.382 -1.005 0.35
N -1.31058 1.13642 0.05105 -0.143 -0.341 0.587 -0.41
O -2.15472 -0.92050 0.60755 0.151 0.578 0.219 -0.57
H 3.38816 0.58779 -1.06817 -0.496 -0.178 0.282 0.40
H 0.32888 -1.54820 0.97913 0.032 0.058 -0.204 0.32
H -0.14597 -1.45968 -0.71235 0.070 -0.595 -0.345 0.24
H -2.27005 1.45818 0.07146 0.187 0.241 0.252 0.25
H -0.60357 1.73782 0.45257 -0.062 0.143 -0.389 0.25
```
Positions in Å, forces in eV/Å.

Computed properties:
- Structure (SMILES): C#CCC(N)=O
- E_LUMO: 0.80 eV
- E: -7764.9591 eV
- Highest occupied orbital energy: -9.9351 eV
- Gap between HOMO and LUMO: 10.73 eV
- ΔE to the lowest compared entry with this formula, charge and spin: 36.14 kcal per mole

Entry 4:
Formula: C3H8NO3S
Source: the OMol25 dataset
Level of theory: ωB97M-V with the def2-TZVPD basis set

```
16
Properties=species:S:1:pos:R:3:forces:R:3:mulliken_charge:R:1
C 0.63875 -0.71677 1.10648 1.671 1.305 -0.306 -0.57
C 0.48830 0.82572 1.17045 -0.881 -0.019 0.563 -0.43
S 2.03063 1.77378 1.26435 0.203 -0.119 -0.012 -0.28
N -0.49010 -1.40366 0.62109 -0.185 -0.298 0.564 -0.18
C -1.03984 -1.20915 -0.67924 0.124 -0.200 0.181 0.45
O -0.37529 -0.43272 -1.40632 0.020 0.191 -0.188 -0.80
O -2.08578 -1.82803 -0.92310 -0.201 -0.081 -0.002 -0.76
H 1.53608 -0.85197 0.48666 -0.168 -0.339 -0.367 0.24
H 0.98053 -1.03876 2.09528 -0.489 -0.303 0.050 0.39
H -0.12341 1.18176 0.34684 0.269 -0.138 -0.265 0.32
H -0.04412 1.08317 2.08567 -0.140 0.005 0.102 0.29
H 2.87368 0.75546 1.03988 -0.014 -0.004 -0.069 0.09
H -0.96428 -2.01266 1.26063 -0.278 -0.012 -0.203 0.22
H -1.56266 0.76445 -2.45678 0.132 0.155 -0.191 0.43
H -0.44632 1.55181 -2.99370 -0.351 0.086 -0.057 0.29
O -1.41616 1.55756 -3.01819 0.289 -0.229 0.198 -0.70
```
Positions in Å, forces in eV/Å.

Computed properties:
- Charge: -1
- E_LUMO: 3.08 eV
- E: -21710.8980 eV
- Highest occupied orbital energy: -4.7952 eV
- Gap between HOMO and LUMO: 7.88 eV
- ΔE to the lowest compared entry with this formula, charge and spin: 7.13 kcal per mole